# C24H14AsF5N2O7PtS

A molecular structure, C24H14AsF5N2O7PtS in a non-equilibrium geometry (ωB97M-V with the def2-TZVPD basis set, the Open Molecules 2025 dataset).

Properties
Orbital gap (eV): 6.278
2S+1: 1
E_LUMO (Eh): 0.16859
Charge: -2

Each line ends with the Mulliken charge.
Element x y z (Å)
Pt: 0.02147 0.24279 -0.14224  1.819
O: 3.14965 -1.02608 -2.70148  -0.622
As: 1.76889 0.03994 -2.93243  0.702
O: 1.93870 0.78949 -4.38374  -0.790
O: 1.54305 1.00422 -1.55467  -0.500
C: 0.20770 -1.14183 -3.00511  -0.787
C: -0.64720 -0.83088 -4.05041  -0.414
C: -1.89960 -1.43209 -4.15374  -0.639
C: -2.29959 -2.35380 -3.20373  -0.549
C: -1.44922 -2.69441 -2.15715  -0.507
C: -0.20431 -2.09426 -2.05500  0.839
S: 0.86938 -2.71409 -0.75493  1.131
O: 1.97572 -3.32991 -1.47939  -0.811
O: 0.08336 -3.61275 0.05121  -0.755
O: 1.36481 -1.52064 0.01095  -0.621
H: 2.88903 -1.84084 -2.23314  0.492
H: -0.31600 -0.09297 -4.77208  0.523
H: -2.56319 -1.16311 -4.96777  0.356
H: -3.28003 -2.81279 -3.26510  0.370
H: -1.74953 -3.40368 -1.39871  0.446
C: 5.01107 2.11408 2.45526  -0.356
C: 4.25770 0.95393 2.37209  -0.938
C: 2.96568 0.99535 1.85983  0.062
C: 2.43618 2.20130 1.44470  0.146
C: 3.18526 3.36530 1.50414  -0.412
C: 4.47259 3.32134 2.01574  -0.528
N: 1.08844 2.12092 0.92127  0.648
N: 0.53572 3.20307 0.68335  -0.818
C: -0.74893 3.01085 0.07681  0.214
C: -1.53122 4.14752 -0.08967  -0.185
C: -2.76330 4.04863 -0.71052  -0.568
C: -3.19081 2.80007 -1.17029  -0.527
C: -2.40654 1.67091 -1.01253  -0.336
C: -1.15655 1.74818 -0.38490  -0.098
H: 6.02132 2.07902 2.84601  0.355
H: 4.67406 0.00586 2.68825  0.378
H: 2.37020 0.09495 1.75043  0.289
H: 2.75317 4.28634 1.13513  0.414
H: 5.06556 4.22722 2.05668  0.335
H: -1.15383 5.09967 0.26798  0.390
H: -3.38141 4.92821 -0.84672  0.323
H: -4.15352 2.71433 -1.66430  0.373
H: -2.75271 0.70659 -1.36687  0.369
F: -2.25249 -4.17481 4.83861  -0.357
C: -2.08473 -3.34595 3.78200  0.725
C: -1.06133 -2.41962 3.75853  -0.111
F: -0.22073 -2.34653 4.81108  -0.345
C: -0.89093 -1.56471 2.68772  0.080
F: 0.13081 -0.69047 2.76425  -0.230
C: -1.72819 -1.58910 1.55406  0.300
O: -1.63350 -0.83507 0.51439  -0.858
C: -2.76150 -2.54486 1.62789  0.077
F: -3.61480 -2.65665 0.59036  -0.400
C: -2.93738 -3.39526 2.69795  0.250
F: -3.94649 -4.29291 2.68994  -0.343

***

# C10H16O

2 unconnected molecules or ions with the total composition C10H16O in a non-equilibrium geometry (ωB97M-V with the def2-TZVPD basis set, the Open Molecules 2025 dataset).

Properties
Orbital gap (eV): 9.590
2S+1: 1
E_LUMO (Eh): 0.03202

Each line ends with the Mulliken charge.
Element x y z (Å)
C: -0.43498 -0.81704 3.00291  -1.534
C: 0.16416 0.03773 1.90782  0.586
C: 1.41849 -0.35062 1.41943  -0.640
C: 2.11557 0.43422 0.40844  -0.404
C: 1.40617 1.45067 -0.28156  0.280
O: 1.95218 2.00062 -1.43222  -0.532
C: 0.03996 1.62997 0.09309  -0.182
C: -0.50769 0.99893 1.20526  -0.465
H: -0.01087 -0.58486 3.96983  0.383
H: -0.23738 -1.93755 3.04195  0.325
H: -1.51228 -0.71263 3.15185  0.356
H: 1.88149 -1.15782 1.86812  0.547
H: 3.25036 0.25804 0.15356  0.250
H: 1.90685 2.96073 -1.43181  0.334
H: -0.57991 2.31079 -0.55699  0.308
H: -1.44834 1.41856 1.50222  0.394
C: -1.06602 -0.67788 -2.51415  -0.906
C: -1.32092 -2.01280 -1.80840  -0.059
C: -2.62745 -1.87034 -1.02667  -1.239
H: -1.18365 -0.95813 -3.65099  0.273
H: -1.82696 0.19208 -2.35247  0.259
H: -0.08538 -0.14107 -2.53293  0.208
H: -0.52949 -2.25074 -1.06503  0.166
H: -1.26834 -2.90638 -2.50095  0.335
H: -2.71238 -0.95596 -0.41588  0.247
H: -2.93457 -2.71445 -0.40717  0.345
H: -3.45039 -1.76247 -1.75260  0.366

***

Repeat the first record exactly.
# C24H14AsF5N2O7PtS

A molecular structure, C24H14AsF5N2O7PtS in a non-equilibrium geometry (ωB97M-V with the def2-TZVPD basis set, the Open Molecules 2025 dataset).

Properties
Orbital gap (eV): 6.278
2S+1: 1
E_LUMO (Eh): 0.16859
Charge: -2

Each line ends with the Mulliken charge.
Element x y z (Å)
Pt: 0.02147 0.24279 -0.14224  1.819
O: 3.14965 -1.02608 -2.70148  -0.622
As: 1.76889 0.03994 -2.93243  0.702
O: 1.93870 0.78949 -4.38374  -0.790
O: 1.54305 1.00422 -1.55467  -0.500
C: 0.20770 -1.14183 -3.00511  -0.787
C: -0.64720 -0.83088 -4.05041  -0.414
C: -1.89960 -1.43209 -4.15374  -0.639
C: -2.29959 -2.35380 -3.20373  -0.549
C: -1.44922 -2.69441 -2.15715  -0.507
C: -0.20431 -2.09426 -2.05500  0.839
S: 0.86938 -2.71409 -0.75493  1.131
O: 1.97572 -3.32991 -1.47939  -0.811
O: 0.08336 -3.61275 0.05121  -0.755
O: 1.36481 -1.52064 0.01095  -0.621
H: 2.88903 -1.84084 -2.23314  0.492
H: -0.31600 -0.09297 -4.77208  0.523
H: -2.56319 -1.16311 -4.96777  0.356
H: -3.28003 -2.81279 -3.26510  0.370
H: -1.74953 -3.40368 -1.39871  0.446
C: 5.01107 2.11408 2.45526  -0.356
C: 4.25770 0.95393 2.37209  -0.938
C: 2.96568 0.99535 1.85983  0.062
C: 2.43618 2.20130 1.44470  0.146
C: 3.18526 3.36530 1.50414  -0.412
C: 4.47259 3.32134 2.01574  -0.528
N: 1.08844 2.12092 0.92127  0.648
N: 0.53572 3.20307 0.68335  -0.818
C: -0.74893 3.01085 0.07681  0.214
C: -1.53122 4.14752 -0.08967  -0.185
C: -2.76330 4.04863 -0.71052  -0.568
C: -3.19081 2.80007 -1.17029  -0.527
C: -2.40654 1.67091 -1.01253  -0.336
C: -1.15655 1.74818 -0.38490  -0.098
H: 6.02132 2.07902 2.84601  0.355
H: 4.67406 0.00586 2.68825  0.378
H: 2.37020 0.09495 1.75043  0.289
H: 2.75317 4.28634 1.13513  0.414
H: 5.06556 4.22722 2.05668  0.335
H: -1.15383 5.09967 0.26798  0.390
H: -3.38141 4.92821 -0.84672  0.323
H: -4.15352 2.71433 -1.66430  0.373
H: -2.75271 0.70659 -1.36687  0.369
F: -2.25249 -4.17481 4.83861  -0.357
C: -2.08473 -3.34595 3.78200  0.725
C: -1.06133 -2.41962 3.75853  -0.111
F: -0.22073 -2.34653 4.81108  -0.345
C: -0.89093 -1.56471 2.68772  0.080
F: 0.13081 -0.69047 2.76425  -0.230
C: -1.72819 -1.58910 1.55406  0.300
O: -1.63350 -0.83507 0.51439  -0.858
C: -2.76150 -2.54486 1.62789  0.077
F: -3.61480 -2.65665 0.59036  -0.400
C: -2.93738 -3.39526 2.69795  0.250
F: -3.94649 -4.29291 2.68994  -0.343